# 1
# C6H13F3N2OSi

The molecule C6H13F3N2OSi (the ωB97M-V functional and the def2-TZVPD basis, the OMol25 dataset).

## Properties
- E_LUMO: 0.7 eV
- HOMO energy: -9.038 eV
- SMILES: CC(=O)NN(C(F)(F)F)[Si](C)(C)C
- Frontier orbital gap: 9.7013 eV

Geometry as ORCA input:
```
! RIJCOSX wB97M-V def2-TZVPD def2/J DEFGRID3
* xyz 0 1
C -3.22446 0.29019 -1.42059
C -1.75973 0.23876 -1.03525
O -0.98644 0.10527 -1.95360
N -1.49909 0.20970 0.28908
N -0.27586 0.21374 0.89499
C 0.04054 1.81123 1.50603
F 1.29357 2.09753 1.94282
F -0.23495 2.62891 0.54354
F -0.80769 1.98851 2.46034
Si 1.09881 -0.71182 0.24748
C 2.45273 -0.73867 1.68721
C 1.86132 0.62025 -0.91649
C 0.46909 -2.42331 -0.43552
H -3.74704 1.21522 -1.35853
H -3.89132 -0.34602 -0.87291
H -3.23204 -0.06093 -2.45460
H -2.37138 0.23514 0.77361
H 1.78615 -1.11128 2.53953
H 3.19458 -1.44642 1.33758
H 2.90135 0.14857 1.94027
H 2.89826 0.38357 -1.23675
H 1.34054 0.70023 -1.90511
H 1.91920 1.65348 -0.49814
H 1.18856 -3.22655 -0.61739
H -0.48058 -2.41711 0.02035
H 0.06587 -2.05819 -1.47793
*
```

# 2
# C6H13LaO3

A structure of composition C6H13LaO3 (the ωB97M-V functional and the def2-TZVPD basis, the OMol25 dataset).

## Properties
- ⟨S²⟩: 0.751
- E_LUMO (spin up / spin down): -2.9 / -3.4 eV
- HOMO energy (spin up / spin down): -8.478 / -11.877 eV
- Frontier orbital gap (spin up / spin down): 5.5427 / 8.4933 eV

Geometry as ORCA input:
```
! RIJCOSX wB97M-V def2-TZVPD def2/J DEFGRID3
* xyz 1 2
C 0.93807 2.03707 1.80510
O 1.03084 2.03477 0.39956
C 2.07443 1.25408 -0.12747
C 1.73050 -0.21649 -0.20001
O 0.33148 -0.41964 -0.29628
C -0.14561 -1.45493 -1.14179
C -1.46701 -1.98116 -0.61358
O -2.18502 -1.21394 0.30997
C -2.98100 -0.11329 -0.26909
La -1.36926 1.13334 0.51785
H 1.87591 2.40141 2.25420
H 0.10278 2.69400 2.07360
H 2.96308 1.38731 0.51528
H 2.23270 1.60654 -1.16231
H 2.05677 -0.72283 0.71844
H 2.23867 -0.68385 -1.05718
H 0.58796 -2.27525 -1.15443
H -0.22670 -1.09917 -2.17839
H -1.24558 -2.89596 -0.04617
H -2.09889 -2.10180 -1.51248
H -3.22226 -0.30867 -1.32847
H -3.92018 -0.09215 0.30768
H 0.69830 1.03060 2.18598
*
```

# 3
# C6H13N

The ion C6H13N with charge -1 (the ωB97M-V functional and the def2-TZVPD basis, the OMol25 dataset).

## Properties
- ⟨S²⟩: 0.750
- E_LUMO (spin up / spin down): 4.1 / 4.0 eV
- HOMO energy (spin up / spin down): 1.418 / -3.993 eV
- Frontier orbital gap (spin up / spin down): 2.6897 / 7.9515 eV

Geometry as ORCA input:
```
! RIJCOSX wB97M-V def2-TZVPD def2/J DEFGRID3
* xyz -1 2
C 0.62284 2.09658 -0.81677
C -0.77281 1.11114 -0.78256
C -0.23831 -0.10695 -0.10065
C -0.45261 -0.23727 1.21100
N -1.38995 0.37532 2.05764
C 0.50922 -1.11419 -1.04426
C 1.39398 -2.23778 -0.49232
H 1.44522 1.44158 -1.24820
H 1.06736 2.46660 0.13652
H 0.60345 2.97147 -1.49696
H -0.95778 0.77017 -1.80183
H -1.63728 1.72112 -0.49424
H -0.24116 -1.20437 1.70475
H -1.38730 1.44394 1.99738
H -1.20943 0.12981 3.01400
H 0.94948 -0.42850 -1.79325
H -0.22396 -1.55286 -1.63015
H 1.45401 -2.13005 0.69784
H 1.06660 -3.27663 -0.72980
H 2.42660 -2.04864 -0.60616
*
```

# 4
# C6H13N

The molecule C6H13N (the ωB97M-V functional and the def2-TZVPD basis, the OMol25 dataset).

## Properties
- E_LUMO: 1.2 eV
- HOMO energy: -8.877 eV
- SMILES: C=CCCCCN
- Frontier orbital gap: 10.0337 eV

Geometry as ORCA input:
```
! RIJCOSX wB97M-V def2-TZVPD def2/J DEFGRID3
* xyz 0 1
C 1.59876 2.75532 1.54332
C 0.91555 1.99996 0.67033
C 1.35912 0.59331 0.38793
C 0.25220 -0.39950 0.22048
C -0.64433 -0.29068 -1.01453
C -1.85319 -1.30537 -0.89113
N -1.54277 -2.67386 -0.54976
H 1.51950 3.82447 1.47558
H 2.41005 2.28576 2.10303
H 0.14945 2.50823 0.07473
H 2.03472 0.37471 -0.46401
H 1.88493 0.38093 1.34824
H -0.53923 -0.25019 0.97353
H 0.57984 -1.42778 0.38983
H -1.18684 0.64799 -1.14263
H -0.02386 -0.50458 -1.89918
H -2.56299 -0.97974 -0.10952
H -2.13325 -1.36700 -1.96547
H -1.40431 -3.35066 -1.28267
H -0.81333 -2.82129 0.13189
*
```

# 5
# C6H13N

The molecule C6H13N (the ωB97M-V functional and the def2-TZVPD basis, the OMol25 dataset).

## Properties
- E_LUMO (spin up / spin down): 0.2 / 0.2 eV
- HOMO energy (spin up / spin down): -8.567 / -8.898 eV
- Frontier orbital gap (spin up / spin down): 8.7528 / 9.0577 eV

Geometry as ORCA input:
```
! RIJCOSX wB97M-V def2-TZVPD def2/J DEFGRID3
* xyz 0 1
C -0.69449 -0.42193 -0.40709
C 1.25019 -0.64960 1.32304
C -1.30675 0.65677 -1.30342
C -1.71840 -0.89523 0.62864
C 1.76630 0.42289 -0.74919
C 0.56478 0.12815 0.29072
N 0.39017 1.15527 1.20449
H -0.38194 -1.27918 -1.01349
H 1.24573 1.64665 1.45616
H 2.12606 -1.23025 1.06037
H 1.02630 -0.77424 2.37439
H -2.26068 0.30880 -1.70167
H -1.47179 1.56564 -0.72564
H -1.31524 -1.70010 1.24384
H -2.61484 -1.26641 0.13017
H -1.99885 -0.06650 1.27775
H -0.66754 0.89545 -2.15374
H 2.00696 -0.49120 -1.28793
H 1.39185 1.20817 -1.39672
H 2.66220 0.78685 -0.25068
*
```

# 6
# C6H13N

The molecule C6H13N (the ωB97M-V functional and the def2-TZVPD basis, the OMol25 dataset).

## Properties
- E_LUMO: 1.1 eV
- HOMO energy: -8.497 eV
- SMILES: C=CC[C@@H](C)NC
- Frontier orbital gap: 9.6069 eV

Geometry as ORCA input:
```
! RIJCOSX wB97M-V def2-TZVPD def2/J DEFGRID3
* xyz 0 1
C 1.13905 2.76841 0.76112
C 1.43656 1.61755 0.02443
C 0.38132 1.07542 -0.91218
C -0.46408 -0.09651 -0.20078
C -1.43290 -0.85585 -1.20532
N 0.29017 -1.03397 0.65464
C -0.13236 -2.41089 1.02900
H 1.85824 3.06352 1.64685
H 0.23035 3.17082 0.60148
H 2.39759 1.19454 -0.16042
H -0.43537 1.98399 -1.08071
H 0.68484 0.94314 -2.05133
H -1.13090 0.57120 0.55097
H -0.85130 -1.23713 -2.06473
H -1.95099 -1.72182 -0.77279
H -2.05348 -0.18594 -1.71492
H 0.41029 -0.43388 1.48132
H 0.21485 -3.08853 0.20301
H -1.15789 -2.51289 1.42680
H 0.56602 -2.81119 1.78357
*
```

# 7
# C6H13N

The molecule C6H13N (the ωB97M-V functional and the def2-TZVPD basis, the OMol25 dataset).

## Properties
- E_LUMO: 1.1 eV
- HOMO energy: -7.448 eV
- SMILES: CCN1CCCC1
- Frontier orbital gap: 8.5707 eV

Geometry as ORCA input:
```
! RIJCOSX wB97M-V def2-TZVPD def2/J DEFGRID3
* xyz 0 1
C -1.26797 1.39489 1.63138
C -0.97214 -0.03689 1.24834
N 0.29200 -0.23359 0.57674
C 1.03822 0.71301 -0.19772
C 0.18676 0.47166 -1.56226
C 0.46886 -1.02769 -1.61464
C 0.42085 -1.50380 -0.11069
H -0.77497 1.73692 2.54641
H -1.02924 2.19401 0.93083
H -2.33347 1.40676 1.87149
H -1.77562 -0.42293 0.60002
H -0.97603 -0.68040 2.13139
H 1.06596 1.71336 0.22215
H 1.94553 0.63551 -0.80245
H 0.68360 1.16404 -2.24706
H -0.86457 0.70784 -1.41904
H -0.29960 -1.48866 -2.23317
H 1.44666 -1.30531 -2.00811
H 1.35618 -2.00699 0.13200
H -0.44322 -2.12509 0.11548
*
```

# 8
# C6H13N

A cluster of 2 separate species, C6H13N in total (the ωB97M-V functional and the def2-TZVPD basis, the OMol25 dataset).

## Properties
- E_LUMO: 0.9 eV
- HOMO energy: -11.155 eV
- Frontier orbital gap: 12.0298 eV

Geometry as ORCA input:
```
! RIJCOSX wB97M-V def2-TZVPD def2/J DEFGRID3
* xyz 0 1
C -0.17998 -1.66199 -0.01644
C -1.64155 -1.45002 -0.40569
C -0.63321 1.95505 1.01949
N 0.03392 2.91283 0.88772
H 0.21107 -2.55516 -0.52244
H 0.40902 -0.81949 -0.36949
H -2.25182 -2.32373 -0.10219
H -2.04909 -0.56432 0.09056
H -1.75473 -1.32818 -1.48555
C 1.16011 1.99627 0.01676
C -0.00046 -1.80164 1.49485
C 0.83614 1.85898 -1.45285
H 1.94481 2.73288 0.18604
H 1.48784 1.07735 0.49632
H 0.13828 1.04123 -1.63297
H -0.36855 -0.91605 2.00791
H -0.56545 -2.65505 1.87292
H 1.05152 -1.94066 1.76126
H 1.76402 1.65951 -1.99587
H 0.40810 2.78219 -1.85034
*
```

The energy above the lowest of the compared OMol25 structures with the same formula, charge and spin results, record by record, are as follows: 1.247; 0.000; 1.912; 1.567; 3.499; 2.957; 2.024; 2.417 eV.
The total energy results, record by record, are as follows: -1010.23179; -493.32408; -291.03405; -291.10117; -291.03016; -291.05009; -291.08437; -291.06994 hartree.